(1)
Below is a cluster of 15 separate species, C52H104Br8O33 in total, with properties calculated with ωB97M-V/def2-TZVPD.

Results
Strongest force on any atom: 4.263 eV/Å
HOMO: -9.95 eV
LUMO: 0.28 eV

```
! wB97M-V def2-TZVPD RIJCOSX def2/J DEFGRID3
* xyz 0 1
C 18.17316 7.74522 16.80050
C 19.08115 8.87149 16.26525
O 20.41685 8.68442 16.73669
C 21.35126 9.53682 16.18877
O 21.29466 10.23289 15.20394
O 22.42508 9.41420 16.99440
C 23.51492 10.22055 16.48333
H 17.24087 7.68573 16.29098
H 17.97414 7.76907 17.88002
H 18.63315 6.71781 16.78141
H 18.70231 9.84063 16.48564
H 19.05814 8.84872 15.12781
H 24.40013 9.98070 17.03756
H 23.27033 11.23959 16.62895
H 23.65114 9.87084 15.43190
C 18.76138 19.91626 25.05814
C 18.07337 19.07595 24.03236
O 17.17745 19.77214 23.17016
C 16.86161 19.41854 21.91508
O 17.14562 18.41003 21.31690
O 16.19544 20.48660 21.46964
C 15.88335 20.39918 20.04145
H 18.10752 20.26414 25.83962
H 19.21265 20.88218 24.64343
H 19.57760 19.30002 25.53444
H 17.49282 18.32220 24.57742
H 18.75966 18.64985 23.33257
H 15.59282 21.38811 19.73063
H 15.07942 19.64392 19.83112
H 16.76634 20.16956 19.41388
C 6.98973 18.90108 25.71005
C 8.52111 18.98008 25.89800
O 9.10226 19.33365 24.62869
C 10.43849 19.38388 24.60671
O 11.22268 19.22892 25.47986
O 10.72809 19.87118 23.36975
C 12.02568 19.94564 22.88255
H 6.52430 19.79669 25.34618
H 6.46316 18.57511 26.61724
H 6.81006 18.13954 24.99448
H 8.85772 17.92864 26.14477
H 8.97406 19.66220 26.60175
H 12.39274 20.99304 23.04944
H 11.96652 19.94867 21.76666
H 12.66565 19.22284 23.30758
C 11.63367 14.71686 26.16207
C 11.44572 15.68996 25.03446
O 10.12438 15.80440 24.65513
C 9.67269 16.37623 23.47874
O 10.37362 16.91192 22.61432
O 8.38738 16.32353 23.31276
C 7.99932 16.95353 22.09799
H 11.59174 13.77711 25.66553
H 10.90119 14.67886 26.99678
H 12.63852 14.92205 26.59479
H 12.11052 15.40497 24.16146
H 11.74954 16.68276 25.43052
H 6.98671 16.73797 21.92839
H 8.48173 16.48239 21.24212
H 8.24722 18.01664 22.16649
C 21.08784 17.68747 18.42137
C 19.94679 17.47644 17.41205
O 20.28159 16.39017 16.58636
C 19.89925 15.21368 17.12347
O 19.26673 15.09662 18.15231
O 20.15565 14.15404 16.31871
C 19.53114 12.93617 16.66595
H 21.24450 16.89010 19.09669
H 20.77568 18.54100 19.03054
H 22.03137 17.97620 17.96783
H 19.89002 18.32658 16.75617
H 18.98751 17.43275 17.86069
H 20.26039 12.15960 16.77497
H 18.86684 12.67752 15.85875
H 18.97346 13.09493 17.64255
C 16.71722 10.56508 23.43651
C 17.02979 11.93070 24.12888
O 17.88982 12.50293 23.14680
C 18.10958 13.89087 23.26861
O 17.53244 14.60969 24.01761
O 18.79075 14.20494 22.23548
C 18.89243 15.63132 21.95991
H 17.68304 10.13620 23.11896
H 16.01773 10.64140 22.63036
H 16.23613 9.92253 24.15091
H 17.53264 11.92612 25.09138
H 16.18914 12.60737 24.29272
H 19.12058 15.84285 20.91340
H 19.66362 16.08378 22.62742
H 17.97415 16.06516 22.25080
C 13.58213 16.40106 21.73483
C 13.16907 15.10944 21.06193
O 13.14882 15.15646 19.60570
C 14.28030 15.18852 18.89514
O 14.20845 15.36692 17.69039
O 15.32384 14.89111 19.59747
C 16.56489 14.93455 18.83517
H 13.61835 16.18204 22.84970
H 12.83264 17.15135 21.54086
H 14.50093 16.68585 21.34944
H 12.19059 14.74827 21.38913
H 13.81790 14.29040 21.34868
H 17.18726 14.60322 19.65163
H 16.68062 15.97462 18.58456
H 16.68517 14.25849 17.97412
C 19.84360 14.92146 12.92632
C 18.47919 14.52977 12.40253
O 17.90630 13.59521 13.35192
C 16.60308 13.61019 13.49679
O 15.82568 14.14864 12.67385
O 16.17306 12.93600 14.56795
C 14.77404 12.67252 14.72455
H 20.33235 15.49309 12.18860
H 20.36597 14.03270 13.17014
H 19.82130 15.54706 13.84037
H 18.49567 14.06969 11.42434
H 17.75795 15.33687 12.32088
H 14.37498 12.26825 13.79301
H 14.16132 13.62199 15.09670
H 14.72180 11.97963 15.55063
C 10.92592 9.24676 16.44494
C 11.89422 9.98482 15.48028
O 12.31408 11.22627 16.04327
C 11.70480 12.37380 15.74404
O 10.84178 12.48942 14.88188
O 12.27660 13.33999 16.44155
C 11.57221 14.62466 16.17560
H 10.42298 8.45082 15.86890
H 10.08499 9.88684 16.72943
H 11.37776 8.82806 17.32509
H 11.44514 10.11443 14.56483
H 12.79855 9.39242 15.33589
H 12.05953 15.39385 16.76657
H 10.45920 14.53103 16.33589
H 11.81039 14.82901 15.11320
C 18.11524 12.54969 28.00236
C 19.03702 11.97431 29.10153
O 18.41426 12.02985 30.37412
C 17.77248 10.92978 30.74125
O 17.66476 9.90004 30.07396
O 17.14464 11.20146 31.86488
C 16.23582 10.21220 32.33625
H 17.12750 12.09788 27.93541
H 18.68632 12.51340 27.05499
H 18.09761 13.61776 28.12845
H 19.93405 12.52640 29.16287
H 19.27524 10.88638 28.91631
H 15.88874 9.59089 31.49789
H 15.40436 10.66288 32.87643
H 16.73034 9.48656 32.98032
C 11.39901 11.86783 19.35761
C 10.79716 11.10359 20.49706
O 11.54147 11.42406 21.75362
C 11.24631 12.71564 22.24797
O 10.33082 13.37617 21.81758
O 11.95266 13.02891 23.32617
C 13.05427 12.20664 23.77165
H 11.14050 12.93354 19.53078
H 11.08864 11.52267 18.35010
H 12.43242 11.77555 19.35687
H 11.14474 10.12517 20.42343
H 9.70538 11.16675 20.57129
H 13.37840 12.51998 24.75396
H 13.93497 12.26809 23.09127
H 12.74656 11.17310 23.97628
Br 12.55659 18.14672 14.79610
C 14.34114 17.78415 15.52086
C 15.09192 16.76334 14.71744
Br 16.81161 16.41619 15.53268
H 14.32161 17.49575 16.59013
H 14.95414 18.67628 15.52021
H 15.26631 17.17605 13.73634
H 14.65075 15.73286 14.76445
Br 12.14624 18.92057 18.44317
C 10.66814 17.64421 18.02648
C 9.47213 18.15595 18.80235
Br 7.99816 17.05421 18.16301
H 11.16641 16.70952 18.34254
H 10.60119 17.65234 16.93464
H 9.21090 19.16918 18.62922
H 9.52782 18.00997 19.90150
Br 14.11002 7.59828 18.69219
C 14.34214 9.56221 18.91228
C 15.69416 9.88157 19.50154
Br 15.72733 11.81204 19.98016
H 13.54866 9.86252 19.61338
H 14.26365 9.94331 17.94684
H 16.46857 9.85385 18.71982
H 15.99152 9.39135 20.38070
Br 22.56071 11.66004 20.04895
C 20.88621 10.83004 19.82584
C 20.82716 9.70084 20.82689
Br 19.11171 8.67543 20.60918
H 20.93770 10.36202 18.82185
H 20.20676 11.65171 19.91719
H 20.87654 10.00612 21.81847
H 21.54929 8.88676 20.69260
*
```


(2)
Below is a structure of composition C17H35F6MnN5O11S2, with properties calculated with ωB97M-V/def2-TZVPD.

Results
Relative energy (zero: lowest compared OMol25 entry of this formula, charge and spin): 0.00 kJ/mol
Strongest force on any atom: 4.522 eV/Å
HOMO (alpha / beta): -8.52 / -9.03 eV
LUMO (alpha / beta): 0.54 / 0.54 eV
⟨S²⟩: 8.75

```
! wB97M-V def2-TZVPD RIJCOSX def2/J DEFGRID3
* xyz 0 6
Mn 21.04835 -35.14497 3.22681
C 17.63630 -33.57591 5.57245
F 16.44256 -33.06499 5.76729
F 18.47905 -33.36710 6.62695
F 17.52483 -34.86603 5.40570
S 18.57922 -32.78278 4.02620
O 17.71271 -32.96037 2.86871
O 18.73654 -31.40486 4.46633
O 19.86763 -33.55207 3.90511
C 23.93393 -39.14145 2.42620
F 25.12521 -38.60910 2.21988
F 23.31445 -39.17484 1.24160
F 24.16401 -40.35210 2.87960
S 22.94959 -38.10536 3.87032
O 21.81430 -38.95591 4.25416
O 23.89565 -37.94403 4.99694
O 22.45361 -36.80458 3.33211
C 18.00632 -36.63990 2.83254
O 19.02636 -35.91986 2.73687
N 18.06893 -38.00610 2.60139
C 16.86157 -38.83625 2.57371
C 19.26282 -38.80589 2.45775
H 16.97076 -36.28139 2.93882
H 16.57689 -39.24229 1.60305
H 15.95106 -38.32793 2.89101
H 16.87769 -39.68790 3.25380
H 19.31567 -39.55215 3.25047
H 19.12991 -39.32014 1.50593
H 20.19444 -38.24355 2.39484
C 21.29266 -36.66846 0.01517
O 21.08507 -36.04760 1.08802
N 22.49537 -36.67702 -0.67197
C 22.55023 -37.46901 -1.86646
C 23.70509 -36.14494 -0.10819
H 20.56800 -37.26578 -0.55953
H 23.05434 -38.43306 -1.79871
H 23.02043 -36.87344 -2.64895
H 21.55121 -37.56427 -2.29189
H 24.33991 -35.52697 -0.74318
H 23.64726 -35.67017 0.87127
H 24.34549 -36.99988 0.10877
C 21.70186 -32.79610 1.06104
O 21.81906 -33.62781 1.98687
N 21.64631 -31.48446 1.36303
C 21.14241 -30.57964 0.31508
C 21.76629 -30.84164 2.68211
H 21.63589 -33.13479 0.01551
H 20.06364 -30.45138 0.40408
H 21.29804 -30.80983 -0.73891
H 21.45470 -29.57288 0.59259
H 20.86409 -30.24845 2.83134
H 22.05125 -31.50007 3.50270
H 22.53672 -30.07514 2.59836
C 23.16542 -34.53870 5.64153
O 22.62619 -34.48620 4.52361
N 22.87923 -33.64226 6.60862
C 23.65425 -33.60983 7.89026
C 22.04004 -32.44124 6.33429
H 23.93266 -35.24964 5.98521
H 23.98047 -34.62442 8.11894
H 23.06402 -33.30774 8.75540
H 24.54496 -33.00806 7.70970
H 22.66132 -31.55347 6.21603
H 21.47029 -32.64909 5.42860
H 21.36872 -32.13361 7.13603
C 19.94300 -36.91425 5.87188
O 20.38006 -36.04258 5.03881
N 19.94844 -36.75857 7.17995
C 20.28603 -35.57242 7.82419
C 19.49384 -37.74497 8.10614
H 19.50990 -37.87615 5.55662
H 20.92267 -35.71065 8.69808
H 19.39654 -35.19646 8.32971
H 20.53017 -34.70362 7.21290
H 19.67865 -38.78558 7.83953
H 19.93378 -37.67587 9.10101
H 18.43019 -37.54562 8.23653
*
```


(3)
Below is an isolated molecule of C4H8O3, with properties calculated with ωB97M-V/def2-TZVPD.

Results
Relative energy (zero: lowest compared OMol25 entry of this formula, charge and spin): 75.96 kJ/mol
Strongest force on any atom: 0.437 eV/Å
SMILES: CCOC(=O)CO
HOMO: -10.54 eV
LUMO: 0.82 eV

```
! wB97M-V def2-TZVPD RIJCOSX def2/J DEFGRID3
* xyz 0 1
C -0.03581 0.89975 2.34882
C 0.36965 1.05357 0.90347
O 0.23482 -0.24124 0.30069
C 0.21354 -0.25908 -1.03248
O 0.54898 0.64976 -1.75653
C -0.34959 -1.55958 -1.55486
O -0.50650 -1.51191 -2.93787
H -1.04283 0.47942 2.41537
H 0.64862 0.23712 2.88440
H -0.03491 1.87452 2.84141
H 1.39452 1.41314 0.77970
H -0.28905 1.74099 0.36139
H 0.29681 -2.39641 -1.25789
H -1.31700 -1.71112 -1.05900
H -0.13124 -0.66893 -3.23660
*
```